Record 1
DFT (ωB97M-V with the def2-TZVPD basis set) results for 2 unconnected molecules or ions with the total composition C3H7O2S.

The geometry in ORCA input format:
```
! wB97M-V def2-TZVPD RIJCOSX def2/J DEFGRID3
* xyz -1 1
C -1.00 2.07 -0.23
S -2.06 1.15 0.90
C -0.99 -0.27 1.16
H 0.03 2.13 0.11
H -1.03 1.64 -1.22
H -1.38 3.10 -0.22
H -0.75 -0.83 0.25
H -1.45 -1.02 1.79
H -0.04 0.04 1.60
O 1.17 -1.25 -0.87
C 2.15 -2.02 -1.04
O 2.22 -3.09 -1.64
H 3.13 -1.67 -0.59
*
```

Output
**Frontier orbital gap**: 7.1982 eV
**Largest force on an atom**: 0.9 eV Å⁻¹
**DFT total energy**: -18156.013 eV
**Energy above the lowest of the compared OMol25 structures with the same formula, charge and spin**: 13.9 kcal/mol
**HOMO level**: -4.05 eV

Record 2
DFT (ωB97M-V with the def2-TZVPD basis set) results for 2 unconnected molecules or ions with the total composition C3H7O2S at a distorted geometry.

The geometry in ORCA input format:
```
! wB97M-V def2-TZVPD RIJCOSX def2/J DEFGRID3
* xyz -1 1
O 1.83 -0.87 2.32
C 1.01 -0.87 1.43
C 1.33 -0.71 -0.03
C 0.21 -1.13 -0.95
S -1.32 -0.16 -0.79
H -0.06 -1.03 1.62
H 2.23 -1.33 -0.15
H 1.75 0.28 -0.24
H -0.02 -2.19 -0.83
H 0.57 -1.05 -1.97
H -2.34 2.29 -0.36
H -2.28 3.75 -0.03
O -2.89 3.01 -0.01
*
```

Output
**Frontier orbital gap**: 6.7165 eV
**Largest force on an atom**: 1.2 eV Å⁻¹
**DFT total energy**: -18155.592 eV
**Energy above the lowest of the compared OMol25 structures with the same formula, charge and spin**: 23.6 kcal/mol
**HOMO level**: -2.87 eV

> Which of these has the highest HOMO level?

number 2